Here is a structure of composition C16H28F7IN2O3PS from OMol25. Energies are from wB97M-V/def2-TZVPD.

Atoms and positions in Å:
C (4.3055, -2.3017, 0.8558)
C (4.6754, -2.1859, -0.7271)
C (5.6552, -0.9616, -1.0737)
C (4.8821, 0.3734, -1.5967)
C (3.3891, 0.5215, -1.0268)
C (2.8416, 2.0653, -1.0303)
C (2.3737, 2.5912, 0.3946)
C (0.8393, 2.9092, 0.6422)
C (-0.2375, 2.4534, -0.4348)
P (-0.9576, 0.6880, -0.2086)
I (-0.2847, 0.1960, -2.5938)
N (-2.5081, 1.2563, -0.8656)
C (-3.4888, 1.6774, 0.1644)
C (-4.9690, 1.3668, -0.4647)
C (-5.1503, 1.9581, -1.9488)
O (0.5823, -0.0043, 0.2583)
C (0.6789, -0.2666, 1.6291)
N (0.6677, -0.2909, 2.8404)
S (-1.8454, -1.3321, -0.1366)
O (-0.7252, -2.2738, -0.6015)
O (-2.8838, -1.3782, -1.2292)
C (-2.3631, -1.9192, 1.5400)
F (-2.4254, -0.8664, 2.5320)
F (-1.2896, -2.7643, 2.0271)
C (-3.7008, -2.7643, 1.7019)
F (-4.5424, -2.0973, 2.6737)
F (-4.5120, -2.9474, 0.5684)
C (-3.5022, -4.2573, 2.3328)
F (-2.7819, -5.1280, 1.4900)
F (-4.8413, -4.7985, 2.3708)
F (-3.0763, -4.2455, 3.6755)
H (3.2078, -2.0012, 1.0393)
H (4.4464, -3.3869, 1.2341)
H (5.0109, -1.6180, 1.4689)
H (5.2528, -3.1629, -0.9691)
H (3.7341, -2.2287, -1.3961)
H (6.3535, -0.6732, -0.2174)
H (6.3180, -1.3130, -1.9570)
H (5.5275, 1.2938, -1.3705)
H (4.7795, 0.2272, -2.7412)
H (2.6632, -0.0756, -1.7030)
H (3.3231, 0.1151, 0.0462)
H (2.1075, 2.1640, -1.8939)
H (3.7717, 2.6905, -1.3369)
H (2.9794, 3.5521, 0.6300)
H (2.7289, 1.8263, 1.1895)
H (0.7332, 4.0594, 0.7636)
H (0.5426, 2.4895, 1.6827)
H (0.0510, 2.5581, -1.5314)
H (-1.1471, 3.1646, -0.2999)
H (-1.2951, 0.9879, 1.1506)
H (-2.4034, 1.9299, -1.6323)
H (-3.4552, 1.1016, 1.1467)
H (-3.4653, 2.8295, 0.2966)
H (-5.8195, 1.7584, 0.1990)
H (-4.9954, 0.2122, -0.5676)
H (-4.4149, 1.4768, -2.6969)
H (-6.2028, 1.6414, -2.3037)
H (-5.1378, 3.1080, -1.9891)

Atoms 1-3, force components in eV/Å:
C -0.145 0.075 -0.267
C 0.679 -1.026 0.567
C -0.382 0.239 -1.122

HOMO level, eV: -5.48
Gap between HOMO and LUMO, Eh: 0.290
Net charge: -1

=====

Here is a cluster of 2 separate species, C2H8N3OP in total from OMol25. Energies are from wB97M-V/def2-TZVPD.

Atoms and positions in Å:
C (0.0313, 0.0013, -2.2159)
C (-1.1559, -0.5711, -1.5948)
N (0.0893, -0.7780, -0.9952)
N (1.6786, -0.1751, 1.9064)
N (-0.9180, 0.3373, 1.8863)
O (0.8517, 2.0144, 0.8595)
P (0.5306, 0.6281, 1.0295)
H (0.5467, -0.4638, -3.0848)
H (0.2400, 1.0407, -2.0495)
H (-1.7699, 0.3530, -1.4501)
H (-1.6680, -1.3797, -2.1009)
H (2.6019, -0.2372, 1.5618)
H (1.4596, -1.1010, 2.1747)
H (-0.9079, -0.6556, 2.0976)
H (-1.6101, 0.9868, 1.9754)

Atoms 1-3, force components in eV/Å:
C 2.428 -0.691 -0.991
C -2.337 2.111 -1.210
N 1.723 0.960 3.458

HOMO level (alpha / beta), eV: -8.33 / -8.34
Gap between HOMO and LUMO (alpha / beta), Eh: 0.307 / 0.307
Relative energy (zero: lowest compared OMol25 entry of this formula, charge and spin), kJ/mol: 225.5

=====

no.,maximum force (eV/A)
1,8.275
2,5.993